Record 1
{"formula": "C18H21F5MnN3O5", "method": "ωB97M-V with the def2-TZVPD basis set", "symbols": ["Mn", "C", "C", "O", "C", "C", "O", "C", "C", "O", "C", "C", "O", "H", "H", "H", "H", "H", "H", "H", "H", "H", "H", "H", "H", "H", "H", "H", "H", "F", "C", "C", "F", "C", "F", "C", "O", "C", "F", "C", "F", "N", "C", "C", "N", "C", "C", "N", "H", "H", "H", "H", "H"], "xyz": [[0.560, -0.049, 0.106], [-2.168, -1.333, -0.766], [-2.478, -1.405, 0.713], [-1.273, -1.113, 1.408], [-1.383, -0.304, 2.567], [-1.564, 1.162, 2.224], [-0.521, 1.586, 1.344], [-0.830, 2.805, 0.680], [0.172, 2.986, -0.438], [0.202, 1.847, -1.297], [-0.842, 1.742, -2.267], [-1.289, 0.298, -2.316], [-1.641, -0.026, -0.978], [-3.075, -1.490, -1.354], [-1.421, -2.090, -1.030], [-2.825, -2.406, 0.975], [-3.258, -0.681, 0.962], [-0.454, -0.453, 3.118], [-2.222, -0.617, 3.194], [-1.534, 1.752, 3.144], [-2.529, 1.320, 1.731], [-0.759, 3.646, 1.374], [-1.850, 2.757, 0.284], [1.176, 3.055, -0.015], [-0.045, 3.895, -1.001], [-0.463, 2.050, -3.243], [-1.685, 2.379, -1.992], [-0.468, -0.343, -2.660], [-2.143, 0.189, -2.988], [3.694, -3.570, 5.722], [3.132, -2.982, 4.669], [3.287, -1.620, 4.464], [3.994, -0.894, 5.326], [2.708, -1.022, 3.362], [2.853, 0.299, 3.158], [1.957, -1.741, 2.419], [1.440, -1.161, 1.374], [1.817, -3.115, 2.666], [1.105, -3.843, 1.794], [2.392, -3.726, 3.764], [2.239, -5.033, 3.952], [5.834, -0.824, 0.694], [4.926, -0.093, 0.017], [3.623, -0.567, -0.246], [2.716, 0.194, -0.837], [3.102, 1.408, -1.261], [4.397, 1.846, -1.046], [5.292, 1.123, -0.391], [5.634, -1.740, 1.049], [6.723, -0.401, 0.897], [3.334, -1.571, 0.033], [2.391, 2.007, -1.804], [4.727, 2.813, -1.405]], "e_lumo_ev": [-3.2, -2.8], "s2": 0.84, "charge": 1, "multiplicity": 2}

=====

Record 2
{"formula": "C18H21F5N8PRe", "method": "ωB97M-V with the def2-TZVPD basis set", "symbols": ["Re", "C", "N", "C", "C", "N", "C", "P", "C", "N", "C", "C", "N", "C", "C", "N", "C", "C", "N", "C", "H", "H", "H", "H", "H", "H", "H", "H", "H", "H", "H", "H", "H", "H", "H", "F", "C", "F", "C", "F", "F", "F", "C", "N", "C", "C", "N", "C", "H", "H", "H", "H", "H", "H"], "xyz": [[0.449, -0.898, 0.515], [-3.925, -1.342, -2.980], [-2.782, -1.760, -2.157], [-2.373, -3.058, -2.031], [-1.323, -3.056, -1.169], [-1.084, -1.763, -0.758], [-1.989, -0.997, -1.390], [-1.992, 0.822, -1.382], [-1.854, 1.014, 0.430], [-0.984, 0.345, 1.210], [-1.247, 0.695, 2.519], [-2.280, 1.573, 2.517], [-2.646, 1.762, 1.205], [-3.734, 2.660, 0.789], [-0.207, 0.928, -1.790], [0.746, 0.186, -1.195], [1.931, 0.422, -1.857], [1.684, 1.311, -2.852], [0.344, 1.615, -2.795], [-0.320, 2.547, -3.720], [-4.836, -1.774, -2.572], [-3.776, -1.692, -3.999], [-4.004, -0.259, -2.977], [-2.858, -3.867, -2.550], [-0.749, -3.903, -0.841], [-0.691, 0.296, 3.351], [-2.784, 2.074, 3.327], [-4.638, 2.388, 1.328], [-3.904, 2.559, -0.278], [-3.459, 3.686, 1.022], [2.858, -0.052, -1.580], [2.337, 1.747, -3.590], [0.143, 3.526, -3.631], [-1.374, 2.617, -3.471], [-0.208, 2.176, -4.737], [0.599, -2.085, 2.492], [0.419, -2.801, 1.304], [-0.560, -3.652, 1.467], [1.744, -3.422, 0.814], [1.573, -4.480, 0.081], [2.194, -2.377, -0.046], [2.663, -3.596, 1.725], [4.934, 0.574, 3.494], [3.747, 0.696, 2.630], [3.212, 1.875, 2.160], [2.112, 1.546, 1.446], [1.964, 0.163, 1.474], [2.987, -0.303, 2.210], [5.552, 1.455, 3.354], [5.499, -0.309, 3.208], [4.624, 0.504, 4.534], [3.660, 2.830, 2.375], [1.426, 2.187, 0.920], [3.179, -1.336, 2.448]], "e_lumo_ev": [-10.2, -10.9], "s2": 0.76, "e_above_lowest_kj_mol": 1.8, "charge": 3, "multiplicity": 2}

=====

Record 3
{"formula": "C18H21F6N2OPSe2Sr", "method": "ωB97M-V with the def2-TZVPD basis set", "symbols": ["Sr", "Se", "P", "Se", "C", "C", "C", "C", "C", "C", "C", "C", "C", "C", "C", "C", "H", "H", "H", "H", "H", "H", "H", "H", "H", "H", "N", "C", "C", "N", "H", "H", "H", "H", "H", "H", "H", "H", "C", "C", "O", "C", "F", "F", "F", "C", "F", "F", "F", "H", "H", "H"], "xyz": [[-1.175, 1.118, -0.023], [1.936, 1.503, 0.277], [1.994, -0.651, 0.172], [0.073, -1.636, 0.147], [2.976, -1.100, -1.296], [2.444, -1.856, -2.330], [3.230, -2.158, -3.435], [4.540, -1.712, -3.501], [5.075, -0.959, -2.462], [4.294, -0.651, -1.361], [2.989, -1.325, 1.543], [3.154, -2.707, 1.607], [3.919, -3.262, 2.619], [4.515, -2.444, 3.570], [4.347, -1.070, 3.508], [3.585, -0.507, 2.493], [1.421, -2.206, -2.265], [2.817, -2.746, -4.245], [5.150, -1.950, -4.363], [6.098, -0.612, -2.511], [4.697, -0.056, -0.549], [2.673, -3.336, 0.868], [4.047, -4.336, 2.669], [5.110, -2.882, 4.362], [4.808, -0.429, 4.249], [3.448, 0.565, 2.434], [-0.435, 3.816, -0.501], [-1.529, 4.742, -0.817], [-2.712, 4.457, 0.101], [-3.141, 3.069, -0.081], [0.023, 4.091, 0.363], [0.286, 3.829, -1.214], [-1.840, 4.562, -1.849], [-1.242, 5.794, -0.735], [-3.510, 5.182, -0.088], [-2.390, 4.581, 1.138], [-3.698, 2.964, -0.922], [-3.727, 2.740, 0.679], [-4.427, -1.634, 1.385], [-4.211, -0.656, 0.220], [-3.121, 0.121, 0.367], [-4.073, -1.474, -1.091], [-3.729, -0.695, -2.139], [-5.191, -2.132, -1.441], [-3.097, -2.389, -0.963], [-5.463, 0.256, 0.116], [-5.432, 1.052, -0.978], [-5.509, 1.085, 1.181], [-6.630, -0.401, 0.086], [-3.504, -2.198, 1.504], [-5.265, -2.308, 1.215], [-4.598, -1.048, 2.286]], "e_lumo_ev": -0.1, "e_above_lowest_kj_mol": 47.9}

=====

Record 4
{"formula": "C18H21FN2O3S", "method": "ωB97M-V with the def2-TZVPD basis set", "symbols": ["C", "C", "O", "C", "O", "C", "S", "C", "C", "C", "C", "F", "C", "C", "C", "O", "N", "C", "C", "N", "C", "C", "C", "C", "C", "H", "H", "H", "H", "H", "H", "H", "H", "H", "H", "H", "H", "H", "H", "H", "H", "H", "H", "H", "H", "H"], "xyz": [[1.423, -1.941, -1.390], [0.861, -1.249, -0.156], [-0.448, -0.770, -0.480], [-1.259, -0.470, 0.531], [-0.949, -0.497, 1.691], [-2.638, -0.063, 0.052], [-3.072, -0.744, -1.580], [-2.599, -2.444, -1.434], [-2.545, -3.113, -0.219], [-2.147, -4.437, -0.179], [-1.826, -5.080, -1.361], [-1.435, -6.369, -1.321], [-1.895, -4.434, -2.584], [-2.279, -3.109, -2.614], [1.804, -0.118, 0.293], [2.813, -0.360, 0.910], [1.385, 1.106, -0.080], [2.066, 2.359, 0.231], [3.305, 2.415, -0.534], [4.259, 2.469, -1.160], [1.166, 3.530, -0.202], [-0.104, 3.588, 0.645], [0.241, 3.703, 2.127], [1.108, 2.524, 2.558], [2.389, 2.469, 1.732], [1.460, -1.245, -2.224], [2.428, -2.290, -1.172], [0.796, -2.786, -1.663], [0.784, -1.951, 0.684], [-3.382, -0.332, 0.803], [-2.669, 1.020, -0.082], [-2.807, -2.620, 0.703], [-2.090, -4.970, 0.756], [-1.641, -4.965, -3.488], [-2.332, -2.576, -3.551], [0.593, 1.170, -0.701], [1.728, 4.458, -0.080], [0.917, 3.429, -1.262], [-0.705, 4.443, 0.328], [-0.700, 2.686, 0.489], [-0.676, 3.727, 2.718], [0.780, 4.637, 2.303], [1.369, 2.619, 3.612], [0.551, 1.591, 2.438], [2.996, 1.613, 2.027], [2.975, 3.378, 1.888]], "e_lumo_ev": 0.3, "e_above_lowest_kj_mol": 0.0, "smiles": "C[C@H](OC(=O)CSc1ccc(F)cc1)C(=O)NC1(C#N)CCCCC1"}